Model w:
# C3H4OS3

An isolated molecule of C3H4OS3 (wB97M-V/def2-TZVPD, the Open Molecules 2025 dataset).

Kohn-Sham gap = 0.31173 Eh
lowest unoccupied orbital energy = -0.670 eV
structure (SMILES) = O=C(S)CC(=S)S

Last column: Löwdin charge in e.
Positions of all 11 atoms, in Å:
1 O 0.985 0.019 1.447  -0.054
2 C 0.269 0.637 0.666  -0.736
3 S 0.513 2.517 0.563  0.718
4 C -0.726 0.143 -0.230  -0.344
5 C -0.386 -0.994 -1.169  -1.117
6 S -0.936 -0.873 -2.735  0.657
7 S 0.606 -2.306 -0.388  0.757
8 H 1.904 2.500 0.995  -0.058
9 H -1.483 0.715 -0.617  0.068
10 H -1.335 -0.521 0.513  0.173
11 H 0.591 -1.838 0.956  -0.062

=====

Model x:
# C3H4OS3

An isolated molecule of C3H4OS3 (wB97M-V/def2-TZVPD, the Open Molecules 2025 dataset).

Kohn-Sham gap = 0.31212 Eh
lowest unoccupied orbital energy = -0.510 eV
structure (SMILES) = O=CSCC(=S)S

Last column: Löwdin charge in e.
Positions of all 11 atoms, in Å:
1 O 1.875 1.008 0.222  -0.053
2 C 1.976 0.028 -0.470  -0.602
3 S 0.769 -1.240 -0.646  0.949
4 C -0.470 -0.693 0.578  -0.561
5 C -1.640 0.024 -0.049  -1.286
6 S -3.061 -0.715 -0.306  0.663
7 S -1.389 1.685 -0.509  0.800
8 H 2.846 -0.172 -1.110  0.083
9 H -0.834 -1.616 1.068  0.073
10 H 0.060 -0.096 1.319  0.076
11 H -0.131 1.787 -0.096  -0.142

=====

Most stable to least stable: model x, model w

=====

Model w:
# CH4Cl2OP

A cluster of 2 separate species, CH4Cl2OP in total (wB97M-V/def2-TZVPD, the Open Molecules 2025 dataset).

Kohn-Sham gap (spin up / spin down) = 0.12461 / 0.29565 Eh
lowest unoccupied orbital energy (spin up / spin down) = -9.503 / -6.566 eV
charge = +1

Last column: Löwdin charge in e.
Positions of all 9 atoms, in Å:
1 C -0.315 -0.826 1.004  0.371
2 O -1.152 1.422 -1.942  -0.377
3 P -2.429 2.266 -1.324  0.132
4 Cl -3.601 2.567 -2.902  0.332
5 Cl -3.283 0.812 -0.292  0.344
6 H 0.771 -1.093 0.810  0.086
7 H -0.602 0.192 1.312  0.050
8 H -0.764 -1.672 1.254  -0.015
9 H -0.651 1.932 -2.604  0.077

=====

Model x:
# CH4Cl2OP

A cluster of 2 separate species, CH4Cl2OP in total (wB97M-V/def2-TZVPD, the Open Molecules 2025 dataset).

Kohn-Sham gap = 0.28323 Eh
lowest unoccupied orbital energy = -6.817 eV
charge = +1

Last column: Löwdin charge in e.
Positions of all 9 atoms, in Å:
1 C 1.121 -0.844 0.188  -0.156
2 O -0.617 0.308 -1.693  -0.218
3 P 0.717 0.195 -1.193  0.573
4 Cl -3.283 0.491 1.349  0.197
5 Cl 2.261 1.231 -1.903  0.528
6 H 1.520 -0.200 1.002  0.102
7 H 1.782 -1.603 -0.091  0.055
8 H 0.173 -1.281 0.569  0.099
9 H -3.674 1.704 1.773  -0.180

=====

Most stable to least stable: model x, model w

=====

Model w:
# C3H11N3

A structure of composition C3H11N3 (wB97M-V/def2-TZVPD, the Open Molecules 2025 dataset).

Kohn-Sham gap = 0.37502 Eh
lowest unoccupied orbital energy = 1.050 eV

Last column: Löwdin charge in e.
Positions of all 17 atoms, in Å:
1 C 1.328 0.316 -0.576  -0.464
2 N 2.050 1.007 0.482  -0.007
3 N 1.833 -0.948 -1.091  -0.007
4 H 2.984 1.280 0.194  0.059
5 H 2.748 -0.849 -1.518  0.059
6 H 1.893 -1.655 -0.366  0.057
7 H 2.126 0.442 1.320  0.058
8 H 1.372 1.001 -1.433  0.118
9 H -0.579 -0.473 0.662  0.112
10 C -2.973 -0.296 0.778  -0.082
11 C -1.740 0.126 0.085  -0.362
12 N -1.381 0.825 -0.831  0.080
13 H -0.158 0.694 -0.841  0.057
14 H 0.346 -0.249 0.260  0.086
15 H -2.928 -0.013 1.831  0.079
16 H -3.841 0.173 0.315  0.078
17 H -3.080 -1.380 0.730  0.079

=====

Model x:
# C3H11N3

A cluster of 2 separate species, C3H11N3 in total (wB97M-V/def2-TZVPD, the Open Molecules 2025 dataset).

Kohn-Sham gap = 0.35019 Eh
lowest unoccupied orbital energy = 1.068 eV
structure (SMILES) = CC(N)N.C=N

Last column: Löwdin charge in e.
Positions of all 17 atoms, in Å:
1 C -1.416 -1.796 -0.110  -0.073
2 C -0.362 -0.702 -0.231  -0.535
3 N -0.827 0.612 0.377  -0.016
4 N 0.892 -1.078 0.333  0.028
5 H -1.668 -1.975 0.935  0.072
6 H -2.319 -1.532 -0.662  0.072
7 H -1.023 -2.717 -0.535  0.072
8 H -0.200 -0.457 -1.289  0.128
9 H -1.707 0.921 -0.025  0.077
10 H -0.937 0.499 1.381  0.082
11 H 1.490 -0.179 0.361  0.058
12 H 0.761 -1.451 1.269  0.071
13 C 1.864 1.804 -0.196  -0.174
14 N 0.657 2.296 -0.013  -0.009
15 H 2.672 2.355 0.279  0.051
16 H 2.119 1.203 -1.076  0.058
17 H 0.005 2.197 -0.797  0.038

=====

Model y:
# C3H11N3

An isolated molecule of C3H11N3 (wB97M-V/def2-TZVPD, the Open Molecules 2025 dataset).

Kohn-Sham gap = 0.33980 Eh
lowest unoccupied orbital energy = 0.989 eV
structure (SMILES) = NCCNCN

Last column: Löwdin charge in e.
Positions of all 17 atoms, in Å:
1 N 1.746 -1.767 -0.355  0.007
2 C 0.319 -1.791 -0.626  -0.326
3 C -0.650 -0.635 -0.624  -0.328
4 N -0.878 0.117 0.538  -0.089
5 C -0.040 1.365 0.860  -0.282
6 N -0.764 2.634 0.660  -0.045
7 H 1.940 -1.159 0.337  -0.006
8 H 2.257 -1.337 -1.181  0.098
9 H -0.170 -2.669 -0.047  0.120
10 H 0.139 -2.308 -1.622  0.114
11 H -0.378 0.019 -1.498  0.118
12 H -1.651 -1.030 -1.005  0.126
13 H -1.486 -0.310 1.215  0.100
14 H 0.926 1.337 0.262  0.108
15 H 0.138 1.168 2.016  0.134
16 H -0.853 2.959 -0.312  0.061
17 H -0.593 3.407 1.381  0.090

=====

Most stable to least stable: model y, model x, model w

=====

Model w:
# C3H11N3

A structure of composition C3H11N3 (wB97M-V/def2-TZVPD, the Open Molecules 2025 dataset).

Kohn-Sham gap = 0.31403 Eh
lowest unoccupied orbital energy = 0.889 eV

Last column: Löwdin charge in e.
Positions of all 17 atoms, in Å:
1 C 0.541 0.267 0.130  -0.575
2 C -1.455 0.432 -0.090  -0.241
3 C -0.273 -0.543 0.914  -0.114
4 N 1.167 -0.216 -1.043  0.116
5 N 1.333 1.326 0.686  0.083
6 N -1.801 -0.017 -1.411  -0.018
7 H 1.516 0.524 -1.637  0.088
8 H 1.042 1.569 1.625  0.077
9 H 2.307 1.030 0.751  0.088
10 H 0.588 -0.857 -1.569  0.079
11 H -1.723 -1.023 -1.490  0.075
12 H -1.244 0.433 -2.124  0.060
13 H -2.288 0.149 0.558  0.094
14 H -1.516 1.522 -0.046  0.104
15 H -0.382 -0.174 1.936  0.046
16 H 0.828 -2.135 1.135  -0.006
17 H 1.360 -2.288 1.674  0.043

=====

Model x:
# C3H11N3

An isolated molecule of C3H11N3 (wB97M-V/def2-TZVPD, the Open Molecules 2025 dataset).

Kohn-Sham gap = 0.33363 Eh
lowest unoccupied orbital energy = 1.061 eV
structure (SMILES) = CN(C)N(C)N

Last column: Löwdin charge in e.
Positions of all 17 atoms, in Å:
1 C 0.225 0.398 1.515  -0.095
2 N -0.627 0.139 0.387  -0.320
3 C -1.356 -1.062 0.595  -0.149
4 N -0.179 0.097 -0.913  -0.276
5 C 0.475 1.307 -1.247  -0.100
6 N 0.663 -1.059 -1.139  0.060
7 H 0.357 1.522 1.734  0.103
8 H -0.339 -0.004 2.404  0.099
9 H 1.138 -0.049 1.382  0.042
10 H -2.025 -1.328 -0.250  0.083
11 H -0.577 -1.976 0.715  0.115
12 H -2.034 -0.826 1.463  0.088
13 H 0.162 2.018 -0.449  0.094
14 H 1.473 1.283 -0.993  0.038
15 H 0.466 1.632 -2.306  0.095
16 H 1.538 -0.894 -0.757  0.035
17 H 0.638 -1.197 -2.141  0.087

=====

Most stable to least stable: model x, model w